DFT (wB97M-V/def2-TZVPD) results for an isolated molecule of C4H4O3.

Properties
- DFT total energy: -10353.49896 eV
- E_LUMO: -0.80 eV
- HOMO level: -9.739 eV
- ΔE to the lowest compared entry with this formula, charge and spin: 39.5 kcal per mole

The geometry in ORCA input format:
```
! RIJCOSX wB97M-V def2-TZVPD def2/J DEFGRID3
* xyz 0 1
C -1.819 0.005 0.000
C -0.524 -0.090 -0.310
O -0.052 -0.231 -1.574
C 0.534 -0.116 0.749
O 0.273 -0.336 1.913
C 2.010 0.151 0.421
O 2.404 0.776 -0.527
H -2.149 0.213 1.009
H -2.573 -0.135 -0.770
H -0.780 -0.017 -2.174
H 2.681 -0.231 1.219
*
```